{
  "formula": "C29H38N4O4PZr",
  "method": "ωB97M-V/def2-TZVPD",
  "charge": 3,
  "relative_energy_kj_mol": 101.0,
  "orbital_gap_ev": 6.608,
  "elements": ["Zr", "C", "C", "C", "C", "C", "C", "C", "C", "C", "C", "N", "C", "C", "C", "C", "C", "N", "H", "H", "H", "H", "H", "H", "H", "H", "H", "H", "H", "H", "H", "H", "H", "H", "H", "C", "N", "N", "C", "O", "C", "C", "C", "C", "C", "C", "C", "C", "C", "H", "H", "H", "H", "H", "H", "H", "H", "H", "H", "H", "H", "C", "O", "P", "O", "C", "O", "C", "H", "H", "H", "H", "H", "H", "H", "H", "H"],
  "xyz": [[0.5883, -0.3238, -0.2707], [-0.1522, 0.2865, -2.8548], [0.2327, -1.0370, -3.5546], [-0.6379, -2.2061, -3.1589], [-1.6294, -2.6882, -3.9973], [-2.4235, -3.7575, -3.5990], [-2.2413, -4.3482, -2.3623], [-1.2571, -3.8978, -1.4788], [-1.0612, -4.5615, -0.1378], [-2.3703, -4.8620, 0.5959], [-0.4712, -2.8372, -1.9171], [0.5676, -2.2745, -1.0789], [1.8031, -2.7455, -1.0666], [2.8606, -1.9468, -0.5941], [4.1718, -2.2719, -0.2952], [4.7908, -1.1097, 0.1946], [3.8477, -0.1084, 0.1777], [2.6433, -0.5560, -0.2947], [0.6982, 0.9294, -2.5648], [-0.8742, 0.1520, -2.0181], [-0.7635, 0.9333, -3.4882], [1.2855, -1.2616, -3.3616], [0.1705, -0.8854, -4.6309], [-1.7766, -2.2410, -4.9720], [-3.1892, -4.1353, -4.2623], [-2.8691, -5.1803, -2.0732], [-0.4093, -3.9425, 0.4881], [-0.5140, -5.4968, -0.2902], [-2.1943, -5.0173, 1.6600], [-2.8439, -5.7677, 0.2221], [-3.0932, -4.0525, 0.4766], [1.9952, -3.7406, -1.4663], [4.6263, -3.2407, -0.4365], [5.8169, -1.0058, 0.5063], [3.9763, 0.9288, 0.4504], [-1.2633, 5.8680, 1.0747], [-1.1814, 4.4368, 1.3731], [-0.8043, 3.5197, 0.4305], [-0.8253, 2.3052, 1.0113], [-0.5182, 1.2424, 0.2827], [-1.2148, 2.4339, 2.3310], [-1.4409, 3.8019, 2.5198], [-1.9081, 4.5190, 3.7352], [-0.3952, 3.8469, -0.9066], [0.9609, 3.8218, -1.2085], [1.3617, 4.1180, -2.5046], [0.4095, 4.4430, -3.4651], [-0.9404, 4.4720, -3.1420], [-1.3574, 4.1645, -1.8530], [-0.5349, 6.1072, 0.3054], [-1.0167, 6.4087, 1.9835], [-2.2669, 6.1239, 0.7409], [-1.3611, 1.6578, 3.0620], [-2.0505, 3.8110, 4.5469], [-2.8568, 5.0222, 3.5453], [-1.1805, 5.2663, 4.0538], [1.6897, 3.6287, -0.4286], [2.4130, 4.1290, -2.7585], [0.7248, 4.6950, -4.4686], [-1.6730, 4.7401, -3.8911], [-2.4062, 4.1734, -1.5858], [1.4122, -3.4275, 3.1765], [1.3198, -2.3502, 2.1768], [0.5967, -0.9673, 2.3878], [1.0880, -0.2759, 3.6935], [2.4834, 0.0466, 3.9712], [-0.9224, -1.2053, 2.7768], [-1.8974, -1.3653, 1.7440], [0.8818, -3.1453, 4.0831], [2.4667, -3.5896, 3.3747], [0.9637, -4.3097, 2.7308], [3.0104, -0.8630, 4.2464], [2.4605, 0.7383, 4.8054], [2.9377, 0.5161, 3.1000], [-2.4943, -0.4597, 1.6606], [-2.5185, -2.2233, 1.9892], [-1.4556, -1.6057, 0.7526]],
  "forces_ev_per_angstrom": [[0.282, 0.744, 0.498], [-0.213, -0.042, 0.119], [0.142, 0.054, -0.051], [-0.143, -0.070, -0.032], [0.027, -0.001, -0.018], [-0.003, -0.018, 0.019], [0.039, 0.026, 0.064], [-0.073, -0.060, -0.148], [0.110, 0.004, 0.040], [-0.061, -0.028, 0.011], [0.015, -0.020, 0.135], [-0.111, 0.365, -0.180], [0.026, -0.012, -0.056], [-0.169, -0.025, 0.045], [-0.015, 0.064, -0.097], [-0.032, -0.004, -0.021], [0.025, 0.203, -0.055], [-0.127, -0.258, 0.100], [0.036, -0.048, 0.020], [0.036, -0.131, -0.009], [0.094, 0.006, -0.052], [-0.035, 0.001, -0.022], [-0.051, -0.015, 0.012], [0.006, 0.012, -0.005], [-0.003, 0.010, -0.020], [-0.010, -0.006, -0.002], [-0.056, 0.035, -0.014], [0.007, 0.005, 0.023], [0.014, -0.032, 0.001], [-0.005, 0.009, -0.030], [0.021, 0.028, 0.029], [0.064, -0.006, 0.067], [0.006, -0.017, 0.001], [0.013, -0.002, 0.006], [0.002, -0.013, 0.012], [-0.005, -0.132, 0.031], [0.114, -0.048, -0.035], [-0.049, 0.082, 0.106], [-0.119, 0.049, -0.177], [0.482, -0.435, -0.060], [-0.093, 0.145, -0.053], [-0.003, -0.066, 0.019], [0.012, -0.041, -0.011], [-0.038, -0.030, 0.024], [0.002, 0.071, -0.053], [-0.035, -0.005, 0.031], [0.043, 0.003, -0.015], [-0.081, -0.010, 0.022], [0.117, -0.057, -0.027], [-0.011, 0.044, 0.006], [-0.031, 0.039, -0.019], [0.014, 0.045, -0.012], [0.033, -0.025, 0.004], [-0.007, 0.012, 0.009], [0.004, 0.020, 0.010], [-0.007, 0.011, 0.008], [-0.017, -0.016, -0.007], [0.008, 0.002, 0.002], [0.005, 0.002, -0.005], [0.006, 0.003, -0.007], [-0.019, 0.015, -0.006], [-0.050, 0.123, -0.037], [0.055, -0.067, 0.253], [-0.209, -0.539, -0.652], [-0.007, 0.181, -0.013], [-0.119, -0.070, -0.001], [0.184, 0.129, 0.175], [-0.178, -0.126, -0.203], [0.014, -0.032, 0.016], [-0.007, -0.018, 0.020], [0.005, -0.013, 0.024], [0.038, 0.015, -0.012], [0.031, -0.010, -0.001], [0.044, -0.003, 0.018], [-0.035, -0.038, 0.033], [-0.020, 0.060, 0.045], [0.068, -0.026, 0.160]]
}

{
  "formula": "C29H38N4O8W",
  "method": "ωB97M-V/def2-TZVPD",
  "relative_energy_kj_mol": 85.9,
  "orbital_gap_ev": [7.588, 7.588],
  "elements": ["W", "C", "C", "C", "C", "C", "C", "C", "C", "C", "C", "C", "C", "C", "C", "C", "C", "C", "H", "H", "H", "H", "H", "H", "H", "H", "H", "H", "H", "H", "H", "H", "H", "H", "H", "H", "H", "H", "H", "H", "H", "H", "H", "H", "H", "H", "H", "O", "N", "N", "O", "C", "C", "C", "C", "C", "C", "H", "H", "H", "H", "H", "O", "C", "O", "C", "C", "N", "N", "C", "C", "O", "O", "H", "H", "H", "O", "C", "O", "H"],
  "xyz": [[0.5701, -0.8706, -0.1793], [-1.1206, -1.7186, 0.9889], [-1.8886, -0.7965, 0.1920], [-1.3917, 0.5052, 0.4648], [-0.3597, 0.3618, 1.4553], [-0.2388, -1.0099, 1.8714], [0.1931, -1.4952, 3.2463], [-0.9954, -1.1576, 4.1680], [1.4249, -0.7720, 3.7953], [0.4096, -3.0083, 3.2862], [-1.8517, 1.8972, 0.0203], [-0.9240, 2.9879, 0.5820], [-3.2289, 2.1387, 0.6684], [-1.9235, 2.1207, -1.4978], [-3.1882, -1.3330, -0.4360], [-4.2052, -1.2855, 0.7257], [-3.7644, -0.5640, -1.6273], [-3.0861, -2.8100, -0.8526], [-1.2837, -2.7808, 1.0160], [0.1526, 1.1904, 1.9121], [-1.1484, -0.0775, 4.2292], [-0.8082, -1.5351, 5.1753], [-1.9163, -1.6108, 3.7958], [1.3667, 0.3083, 3.6416], [2.3526, -1.1364, 3.3584], [1.4900, -0.9415, 4.8715], [-0.5096, -3.5444, 3.0429], [0.7000, -3.3020, 4.2969], [1.1845, -3.3428, 2.6005], [-0.9622, 3.0454, 1.6722], [-1.2538, 3.9529, 0.1934], [0.1043, 2.8329, 0.2536], [-3.2103, 1.8941, 1.7332], [-4.0154, 1.5551, 0.1977], [-3.4937, 3.1931, 0.5663], [-0.9739, 2.5077, -1.8563], [-2.6916, 2.8695, -1.7100], [-2.1344, 1.2227, -2.0652], [-4.3646, -0.2735, 1.0926], [-3.8677, -1.9002, 1.5625], [-5.1628, -1.6789, 0.3787], [-4.0216, 0.4640, -1.3834], [-4.6862, -1.0605, -1.9374], [-3.0809, -0.5612, -2.4731], [-2.8928, -3.4701, -0.0081], [-2.3178, -2.9879, -1.5975], [-4.0493, -3.1079, -1.2697], [2.1688, -1.0184, -1.6179], [2.2646, -0.1305, -2.5454], [1.5437, 0.8740, -2.3381], [0.8260, 0.9903, -1.2304], [1.5365, 1.9554, -3.2882], [0.4080, 2.1635, -4.0594], [0.4179, 3.2219, -4.9553], [1.5343, 4.0404, -5.0669], [2.6581, 3.8052, -4.2870], [2.6642, 2.7515, -3.3852], [-0.4343, 1.4937, -3.9618], [-0.4502, 3.4009, -5.5757], [1.5310, 4.8621, -5.7709], [3.5307, 4.4374, -4.3813], [3.5313, 2.5394, -2.7733], [5.8353, -2.5937, 1.8824], [5.7561, -1.2763, 1.9335], [6.6699, -0.5801, 2.2963], [4.4652, -0.6548, 1.5138], [4.2239, 0.7029, 1.5437], [2.9648, 0.8982, 1.1172], [2.3771, -0.2598, 0.8216], [3.2668, -1.2121, 1.0336], [2.7837, -2.5992, 0.7413], [3.4741, -3.5619, 1.0477], [1.6015, -2.6465, 0.2437], [4.9915, -3.0267, 1.5725], [4.8682, 1.5121, 1.8424], [2.4639, 1.7560, 0.9468], [-0.1851, -2.0736, -1.7467], [-0.6070, -1.6731, -2.8882], [-0.8534, -0.5244, -3.2126], [-0.7638, -2.4884, -3.6135]],
  "forces_ev_per_angstrom": [[-0.094, 0.175, 0.021], [0.071, 0.056, 0.082], [-0.076, -0.278, 0.117], [0.036, -0.037, -0.071], [0.040, -0.105, -0.200], [0.021, 0.063, -0.129], [-0.030, 0.029, 0.064], [-0.003, 0.013, -0.006], [0.027, -0.004, -0.009], [0.011, 0.001, 0.003], [-0.057, 0.024, 0.089], [-0.014, -0.047, 0.011], [-0.019, 0.010, -0.012], [-0.008, 0.073, -0.017], [0.006, 0.099, -0.089], [0.001, 0.021, 0.018], [-0.021, -0.004, 0.029], [0.015, -0.004, -0.005], [0.020, -0.036, -0.014], [0.004, 0.015, 0.027], [-0.001, -0.008, -0.002], [0.002, 0.001, -0.004], [0.004, -0.002, 0.004], [-0.011, -0.003, 0.006], [-0.007, 0.001, -0.021], [0.001, -0.006, -0.001], [0.004, 0.004, -0.007], [-0.005, 0.001, -0.002], [0.015, 0.005, -0.013], [0.017, -0.021, -0.006], [-0.001, -0.011, -0.004], [0.018, 0.015, -0.003], [0.002, 0.011, 0.003], [0.005, 0.030, 0.031], [0.010, -0.001, -0.005], [-0.030, 0.006, 0.004], [-0.007, -0.020, -0.020], [0.038, 0.010, 0.035], [-0.013, -0.004, 0.012], [0.001, 0.001, -0.009], [0.003, -0.005, -0.002], [0.022, -0.049, -0.038], [-0.001, 0.000, 0.010], [-0.005, -0.009, -0.014], [0.007, 0.010, 0.031], [0.002, 0.004, 0.003], [0.003, 0.003, -0.001], [-0.072, 0.023, -0.144], [-0.028, -0.026, 0.058], [0.022, -0.128, 0.049], [0.004, -0.098, -0.023], [0.089, 0.081, 0.056], [-0.028, 0.036, -0.046], [-0.006, -0.005, -0.005], [0.006, -0.004, 0.012], [0.000, -0.011, -0.001], [-0.018, 0.017, -0.014], [0.022, -0.006, -0.004], [0.005, 0.003, 0.001], [0.002, 0.001, 0.000], [-0.003, -0.002, -0.002], [-0.010, -0.006, 0.003], [-0.086, -0.090, -0.021], [0.006, 0.034, -0.068], [-0.022, 0.000, 0.016], [-0.012, -0.093, -0.015], [0.034, 0.062, 0.045], [-0.024, 0.055, -0.032], [-0.011, 0.003, 0.050], [0.029, -0.014, -0.070], [-0.090, 0.047, 0.327], [0.184, -0.043, -0.088], [-0.095, -0.072, -0.098], [0.016, 0.072, 0.030], [0.005, -0.011, 0.007], [0.016, 0.027, 0.020], [0.085, -0.102, 0.328], [-0.055, 0.049, -0.183], [-0.005, 0.282, -0.160], [0.036, -0.110, 0.072]]
}